The following is a DFT calculation (ωB97M-V with the def2-TZVPD basis set) of the molecule C5H10O.

Geometry (Å):
O  0.404  2.243  -0.636
C  -0.551  1.243  -0.936
C  0.552  -0.870  0.219
C  0.535  -0.277  1.611
C  -0.716  -1.321  -0.445
C  0.041  -0.147  -1.006
H  0.615  -0.334  -1.912
H  1.430  0.327  1.805
H  -1.393  1.266  -0.225
H  0.807  2.002  0.208
H  0.514  -1.074  2.363
H  -0.959  1.518  -1.915
H  -0.348  0.351  1.781
H  -0.728  -2.258  -0.994
H  1.422  -1.499  0.031
H  -1.647  -1.099  0.075

HOMO level: -10.17 eV
SMILES: C[C@H]1C[C@H]1CO
Largest force on an atom: 0.008 hartree/bohr
Energy relative to the best compared isomer or geometry (same formula, charge and spin): 25.4 kcal/mol
Calculated total energy: -7393.663 eV

Atom charges from the Mulliken analysis, given in e for atoms 1 to 8: -0.518 -0.715 0.331 -1.508 -0.756 0.010 0.337 0.331